Model w:
Molecular formula: C2H13O4S
Method: DFT, the ωB97M-V functional and the def2-TZVPD basis

As for the total charge: -1.

Geometry (Å):
C  -3.7332  -1.2272  1.0019
C  -2.5538  -0.2619  1.0613
S  -1.8914  0.1856  -0.5691
H  -4.5129  -0.9777  0.2871
H  -3.3615  -2.2407  0.8293
H  -4.1812  -1.3025  2.0016
H  -2.8525  0.6042  1.6562
H  -1.7698  -0.7322  1.6635
H  0.1966  -0.6150  -1.6323
H  0.7287  -1.9841  -1.9341
O  0.8782  -1.0633  -2.1645
H  4.4084  0.4146  0.2497
H  5.1900  1.1777  1.3029
O  4.7909  0.3196  1.1395
H  0.8082  2.1629  0.2886
H  -0.3051  1.3886  -0.4654
O  0.4854  1.9431  -0.5906
H  2.1985  1.2829  -0.9351
H  2.5305  0.0892  -1.8230
O  2.9458  0.8362  -1.3674



Model x:
Molecular formula: C2H13O4S
Method: DFT, the ωB97M-V functional and the def2-TZVPD basis

As for the total charge: -1.

Geometry (Å):
C  0.0819  -2.3789  -4.0056
C  0.2482  -0.8640  -3.9193
S  -0.0503  -0.1801  -2.2389
H  1.0465  -2.8815  -4.2622
H  -0.2826  -2.6121  -3.0116
H  -0.7202  -2.8225  -4.6258
H  1.2567  -0.5955  -4.2797
H  -0.4287  -0.1335  -4.4970
H  -1.0077  -1.2773  -0.3746
H  -1.1408  -1.0130  1.2252
O  -1.4628  -1.4917  0.4642
H  1.2812  2.9048  5.7569
H  -0.0657  2.9515  5.5272
O  0.4938  2.9658  6.3223
H  -0.0699  0.7635  -0.1126
H  1.1346  0.7389  0.8012
O  0.1916  0.9389  0.8176
H  0.2116  1.0587  3.0963
H  -0.3499  2.4404  3.5674
O  -0.3675  1.4877  3.7491



Relative stability in eV, measured from the most stable structure: model w 0.000; model x 1.348



Model w:
Molecular formula: C8H13N3O
Method: DFT, the ωB97M-V functional and the def2-TZVPD basis

Its SMILES is [H]/N=C(\C#N)[C@@H](O)N1CCCCC1.

Geometry (Å):
H  -4.1893  2.1482  0.7239
N  -3.1877  1.7312  0.7418
C  -2.7327  1.1229  1.7373
C  -3.1498  0.5714  2.9788
N  -3.5583  0.1846  3.9861
C  -0.8804  0.9113  1.5880
O  -0.5864  0.2653  2.7767
N  -0.0777  0.3727  0.5929
C  0.1565  1.2209  -0.5463
C  1.3498  0.5776  -1.2772
C  0.9543  -0.8030  -1.7820
C  0.6591  -1.7135  -0.5832
C  -0.4622  -0.9658  0.1684
H  -0.6881  2.0231  1.6371
H  0.1880  -0.3977  2.5516
H  0.5424  2.1794  -0.1095
H  -0.7228  1.4406  -1.1044
H  2.1575  0.4023  -0.5527
H  1.8150  1.2060  -2.0146
H  0.0992  -0.8501  -2.4689
H  1.9001  -1.0348  -2.2955
H  0.3090  -2.7622  -0.8718
H  1.4914  -1.8399  0.0728
H  -1.3504  -0.8628  -0.4933
H  -0.8473  -1.4973  1.1802



Model x:
Molecular formula: C8H13N3O
Method: DFT, the ωB97M-V functional and the def2-TZVPD basis

Its SMILES is CC(=O)c1c(C)n[nH]c1N(C)C.

Geometry (Å):
C  1.5676  -1.3909  -2.2338
C  1.5007  -0.4022  -1.0440
O  2.4492  -0.0931  -0.3773
C  0.0596  0.0129  -0.6093
C  -1.0733  0.2094  -1.5407
C  -1.0145  0.1211  -3.0431
N  -2.1263  0.5932  -0.8652
N  -1.7511  0.5914  0.4305
C  -0.4253  0.3003  0.6768
N  0.0637  0.0380  1.9330
C  1.2966  0.5881  2.3757
C  -0.8679  0.1343  3.0760
H  2.4998  -1.9205  -2.2651
H  1.4586  -0.7729  -3.0375
H  0.7804  -2.0400  -2.1666
H  -1.2085  -0.9233  -3.2425
H  -1.7393  0.7904  -3.3918
H  -0.1334  0.4173  -3.4964
H  -2.5826  0.9395  1.0795
H  1.0505  1.6766  2.5313
H  1.5632  0.3478  3.3840
H  2.0655  0.5101  1.6063
H  -1.1178  1.1765  3.5346
H  -1.7758  -0.3163  2.7647
H  -0.5400  -0.5875  3.9209



Relative stability in eV, measured from the most stable structure: model w 1.245; model x 0.000



Model w:
Molecular formula: C4H14NO3
Method: DFT, the ωB97M-V functional and the def2-TZVPD basis

As for the total charge: +1.

Geometry (Å):
C  -2.6995  0.5673  -0.7011
C  -1.2160  0.4089  -0.7934
C  -0.4052  1.1913  -0.0115
N  0.9657  0.9398  0.2319
C  1.0444  -0.1806  1.0765
H  -3.2008  -0.2485  -1.2189
H  -3.0832  1.5213  -1.0602
H  -2.9861  0.4428  0.3474
H  -0.8038  -0.1526  -1.6308
H  -0.6804  2.1999  0.2848
H  2.0290  -0.2592  1.5214
H  0.7095  -1.1474  0.6048
H  0.3367  0.0017  1.9767
H  1.5516  0.7090  -0.6741
H  3.1981  0.4510  -1.9396
O  2.3834  0.0066  -1.7090
H  -0.9594  0.1584  0.5616
H  -1.7030  -0.3470  2.8914
O  -1.3940  -0.2983  1.9746
H  2.2436  -2.8351  -0.4410
H  2.4659  -1.2389  -1.0368
O  2.2037  -1.8904  -0.2547



Model x:
Molecular formula: C4H14NO3
Method: DFT, the ωB97M-V functional and the def2-TZVPD basis

As for the total charge: +1.

Geometry (Å):
O  -0.3320  -1.2714  -1.7755
C  -0.8410  -0.6295  -0.8920
C  0.0001  -0.0588  0.2135
C  -0.0787  1.4691  0.3038
C  -1.3867  2.0835  0.8606
N  1.4841  -0.3280  -0.1006
H  -1.9215  -0.4103  -0.9036
H  -0.1202  -0.5748  1.1877
H  0.2309  1.9776  -0.6120
H  0.6573  1.7212  1.0557
H  -1.5581  1.7725  1.9071
H  -1.3674  3.1579  0.9012
H  -2.2273  1.8154  0.2136
H  1.5116  -0.3601  -1.1678
H  1.8041  -1.2168  0.2872
H  2.0504  0.4302  0.2682
H  -1.9324  -1.7802  2.9834
H  -1.5420  -3.0418  2.1013
O  -1.3706  -2.1150  2.2812
H  1.6181  -0.9256  -3.3246
H  3.0402  -1.0772  -3.1106
O  2.2810  -0.6378  -2.6777



Relative stability in eV, measured from the most stable structure: model w 10.589; model x 0.000



Model w:
Molecular formula: C35H39BaN6O2Se2
Method: DFT, the ωB97M-V functional and the def2-TZVPD basis

As for the total charge: -1.

Geometry (Å):
Ba  -0.9575  1.3532  -1.3088
C  0.0133  0.6792  4.4715
N  0.0500  0.8311  3.0329
C  -1.2777  0.9841  2.4598
C  -2.0936  2.2243  2.8518
C  -3.1291  2.5570  1.7732
N  -2.4217  2.9652  0.5678
C  -2.5466  4.1597  0.1551
C  -1.7607  4.7675  -0.9111
C  -2.3365  5.8468  -1.6061
C  -1.6569  6.5374  -2.5779
C  -0.3345  6.1710  -2.8478
C  0.2789  5.1565  -2.1611
C  -0.3987  4.4011  -1.1557
O  0.1981  3.4458  -0.5247
C  0.9990  1.8645  2.6096
C  2.4259  1.3274  2.5546
C  2.7220  0.5298  1.2863
N  3.0375  1.4148  0.1824
C  2.4878  1.2028  -0.9398
C  2.7437  1.9912  -2.1571
C  3.9000  2.7751  -2.2490
C  4.1691  3.5184  -3.3824
C  3.2709  3.4719  -4.4428
C  2.1221  2.7186  -4.3764
C  1.7972  1.9650  -3.2179
O  0.6683  1.3199  -3.1182
H  1.0062  0.4352  4.8518
H  -0.6572  -0.1394  4.7410
H  -0.3269  1.5900  4.9934
H  -1.8568  0.0814  2.6789
H  -1.1504  1.0011  1.3817
H  -1.4297  3.0876  2.9583
H  -2.5965  2.0734  3.8104
H  -3.8120  3.3396  2.1279
H  -3.7224  1.6642  1.5502
H  -3.2941  4.8231  0.6194
H  -3.3569  6.1277  -1.3607
H  -2.1284  7.3504  -3.1151
H  0.2211  6.7032  -3.6125
H  1.3069  4.8773  -2.3658
H  0.9559  2.7343  3.2842
H  0.7131  2.2391  1.6219
H  2.6073  0.6982  3.4306
H  3.1344  2.1581  2.6001
H  1.8748  -0.1345  1.0565
H  3.5919  -0.1105  1.4629
H  1.7904  0.3547  -1.0575
H  4.5744  2.7820  -1.4023
H  5.0663  4.1221  -3.4483
H  3.4763  4.0480  -5.3401
H  1.4119  2.7036  -5.1945
C  2.3045  -7.8117  1.4640
C  1.6384  -6.6170  0.8316
C  2.0606  -5.3275  1.1071
C  1.4622  -4.2126  0.5176
C  1.9867  -2.8426  0.8507
C  0.4027  -4.3997  -0.3801
Se  -0.4199  -2.8845  -1.2269
C  -0.0495  -5.7026  -0.6611
C  -1.1806  -5.9711  -1.6198
C  0.5807  -6.7831  -0.0537
H  3.0682  -7.5051  2.1785
H  2.7844  -8.4394  0.7099
H  1.5806  -8.4360  1.9915
H  2.8849  -5.1740  1.7967
H  2.8262  -2.9103  1.5429
H  1.2193  -2.2159  1.3090
H  2.3129  -2.3184  -0.0489
H  -2.0646  -5.3830  -1.3765
H  -1.4436  -7.0298  -1.6130
H  -0.8971  -5.6924  -2.6373
H  0.2305  -7.7868  -0.2777
Se  -5.3261  -0.4747  -2.5255
N  -5.3662  -2.0553  -1.6378
C  -4.2662  -2.1422  -0.9705
C  -3.9260  -3.2445  -0.0921
C  -2.7176  -3.2277  0.4689
C  -1.7454  -2.1328  0.2058
N  -2.1890  -0.9462  -0.3575
C  -3.3103  -1.0201  -1.0774
N  -3.6910  -0.0388  -1.8603
H  -4.6154  -4.0697  0.0298
H  -2.3756  -4.0515  1.0858
H  -1.1285  -1.9418  1.0855



Model x:
Molecular formula: C35H39BaN6O2Se2
Method: DFT, the ωB97M-V functional and the def2-TZVPD basis

As for the total charge: -1.

Geometry (Å):
Ba  -1.1294  0.1538  -1.1388
C  -0.1899  0.0907  4.6938
N  -0.1456  0.0526  3.2501
C  -1.4540  0.1805  2.6367
C  -2.1941  1.5126  2.8230
C  -3.2425  1.7546  1.7302
N  -2.5453  1.9808  0.4854
C  -2.6112  3.1202  -0.0840
C  -1.7116  3.5641  -1.1464
C  -2.1399  4.6038  -1.9908
C  -1.3006  5.1889  -2.9060
C  0.0403  4.7608  -2.9579
C  0.5122  3.7892  -2.1166
C  -0.3375  3.1369  -1.1734
O  0.1184  2.2107  -0.4164
C  0.8682  0.9553  2.6975
C  2.2550  0.3163  2.6673
C  2.4742  -0.6367  1.4915
N  2.8643  0.0987  0.2977
C  2.2547  -0.1650  -0.7834
C  2.5690  0.4562  -2.0764
C  3.7954  1.0989  -2.2318
C  4.1432  1.6886  -3.4339
C  3.2405  1.6229  -4.5006
C  2.0189  0.9980  -4.3643
C  1.6280  0.4071  -3.1400
O  0.4434  -0.1138  -3.0001
H  0.7901  -0.1569  5.1027
H  -0.9016  -0.6502  5.0655
H  -0.4759  1.0783  5.0957
H  -2.0846  -0.6404  2.9968
H  -1.2940  -0.0103  1.5760
H  -1.4735  2.3330  2.7764
H  -2.6698  1.5476  3.8070
H  -3.8833  2.6070  1.9996
H  -3.8830  0.8703  1.6256
H  -3.3544  3.8675  0.2363
H  -3.1704  4.9389  -1.9091
H  -1.6568  5.9695  -3.5648
H  0.7166  5.2098  -3.6764
H  1.5411  3.4515  -2.1572
H  0.9033  1.8922  3.2776
H  0.5843  1.2479  1.6823
H  2.4272  -0.2147  3.6081
H  3.0099  1.1033  2.5979
H  1.5831  -1.2626  1.3251
H  3.2918  -1.3223  1.7369
H  1.4702  -0.9393  -0.7888
H  4.4645  1.1212  -1.3807
H  5.1001  2.1817  -3.5490
H  3.5008  2.0739  -5.4525
H  1.3099  0.9612  -5.1825
C  3.0346  -9.4145  0.4065
C  2.3931  -8.0752  0.1646
C  2.9509  -6.9036  0.6582
C  2.3739  -5.6594  0.4338
C  3.0372  -4.4339  0.9947
C  1.1876  -5.5563  -0.3169
Se  0.4197  -3.8383  -0.6337
C  0.6120  -6.7383  -0.8174
C  -0.6504  -6.7347  -1.6400
C  1.2198  -7.9636  -0.5681
H  3.9161  -9.3162  1.0413
H  3.3507  -9.8815  -0.5298
H  2.3460  -10.1070  0.8967
H  3.8691  -6.9552  1.2363
H  3.9408  -4.7010  1.5456
H  2.3572  -3.8922  1.6562
H  3.2953  -3.7318  0.1989
H  -1.1720  -5.7849  -1.5462
H  -1.3119  -7.5486  -1.3320
H  -0.4220  -6.8792  -2.6995
H  0.7545  -8.8622  -0.9662
Se  -5.4907  -0.8266  -2.2666
N  -5.8956  -2.4082  -1.5499
C  -4.8271  -2.8223  -0.9120
C  -4.6940  -4.0551  -0.1914
C  -3.5285  -4.2839  0.4458
C  -2.4686  -3.2983  0.4371
N  -2.5191  -2.1965  -0.2543
C  -3.6827  -1.9476  -0.9494
N  -3.8148  -0.8406  -1.6568
H  -5.5200  -4.7529  -0.1689
H  -3.3631  -5.1949  1.0046
H  -1.5885  -3.4611  1.0442



Relative stability in eV, measured from the most stable structure: model w 0.000; model x 0.660